P | DFT (ωB97M-V/def2-TZVPD) results for the molecule C5H5NO.

```
12
Properties=species:S:1:pos:R:3
O -0.28538 0.99993 1.69310
C -0.29246 0.02681 0.96813
C -1.59173 -0.52427 0.58803
C -2.72548 -0.71474 0.22425
C 0.94581 -0.40599 0.23816
C 1.06865 0.18625 -1.11302
N 1.90403 0.64630 -0.01238
H -3.73395 -0.78685 -0.10192
H 1.35172 -1.38585 0.46019
H 0.22596 0.79118 -1.43786
H 1.58958 -0.33484 -1.91172
H 1.54325 1.50207 0.40505
```

Computed properties:
HOMO energy: -10.036 eV

---

Q | DFT (ωB97M-V/def2-TZVPD) results for the molecule C5H5NO.

```
12
Properties=species:S:1:pos:R:3
O -1.62113 -1.12271 1.56508
C -0.65576 -0.68143 1.02708
C 0.00125 0.72639 0.77638
N 1.24477 -0.04594 0.77088
C 0.59534 -1.17998 0.28955
C -0.26379 -0.23378 -1.35689
C -0.42684 0.88812 -0.68320
H -0.07961 1.59070 1.43552
H 2.07186 0.29876 0.29884
H 0.65117 -1.51328 -0.76999
H -0.60291 -0.48421 -2.36514
H -0.89825 1.79959 -1.02948
```

Computed properties:
HOMO energy: -8.764 eV

---

So which one wins? Going from most stable to least: P, Q.

---

P | DFT (ωB97M-V/def2-TZVPD) results for a cluster of 2 separate species, H4O2 in total.

```
6
Properties=species:S:1:pos:R:3
H 0.70446 -0.37273 -0.64911
H 1.70086 0.67460 -0.02941
H -1.03138 0.67970 0.12965
H -1.46484 -0.53086 0.73993
O 1.43543 -0.26572 -0.01676
O -1.34453 -0.18497 -0.17430
```

Computed properties:
HOMO energy: -11.123 eV

---

Q | DFT (ωB97M-V/def2-TZVPD) results for a cluster of 2 separate species, H4O2 in total.

```
6
Properties=species:S:1:pos:R:3
O -0.87740 -0.23208 0.82653
H -1.26836 -0.10441 1.69739
H -0.92050 -1.18169 0.66175
O 0.99765 0.77645 -1.34510
H 1.78797 0.31739 -1.04371
H 0.28065 0.42434 -0.79686
```

Computed properties:
HOMO energy: -10.986 eV

---

So which one wins? Going from most stable to least: Q, P.

---

P | DFT (ωB97M-V/def2-TZVPD) results for a cluster of 2 separate species, C5H9P in total.

```
15
Properties=species:S:1:pos:R:3
C 0.91843 0.05220 -1.93208
C -1.68444 -0.72499 -0.84934
C 0.40332 -0.18775 -0.75928
C 0.06674 0.76207 1.52193
C 0.88136 -0.17145 0.62811
P -2.09369 -1.94675 0.16842
H 1.95518 0.34228 -2.04998
H 0.35787 -0.03782 -2.84577
H -2.17442 -0.15922 -1.61163
H 0.48168 0.77216 2.52680
H 0.07353 1.77751 1.13333
H -0.96376 0.42008 1.57624
H 0.81828 -1.18769 1.02846
H 1.93333 0.13807 0.63552
H -3.45766 -2.07271 -0.19300
```

Computed properties:
HOMO energy: -9.223 eV

---

Q | DFT (ωB97M-V/def2-TZVPD) results for the molecule C5H9P.

```
15
Properties=species:S:1:pos:R:3
C 0.97818 1.16569 0.15134
C 0.78842 -1.27805 -0.75518
C -1.45197 1.26245 -0.41776
C 1.01846 -0.30063 0.40813
C -0.22932 -1.21456 0.27855
P -1.79357 -0.40184 0.09584
H 1.49678 1.50626 -0.71387
H 0.76258 1.63282 1.09116
H 0.67661 -0.94125 -1.75755
H 1.52765 -2.05021 -0.91512
H -1.81350 1.88048 0.25637
H -1.60035 1.53072 -1.50627
H 1.67226 -0.47999 1.21421
H -0.15674 -2.06942 1.10688
H -1.87549 -0.24247 1.46327
```

Computed properties:
HOMO energy (alpha / beta): -7.869 / -7.870 eV

---

R | DFT (ωB97M-V/def2-TZVPD) results for the molecule C5H9P.

```
15
Properties=species:S:1:pos:R:3
C 1.52151 -1.05033 0.36278
C -1.00339 -0.66074 0.24283
C 1.97949 0.25355 0.09473
C -0.97769 -0.42906 -1.19417
C -1.11653 0.52510 1.11948
P 0.18548 -1.96815 0.77947
H 1.29263 0.51386 -0.83171
H 2.96476 0.34361 -0.25305
H 1.75433 0.96473 0.83073
H -0.21369 0.31781 -1.65373
H -1.97635 0.07887 -1.44169
H -0.92318 -1.36608 -1.92459
H -0.62106 0.21208 2.03486
H -2.17817 0.88073 1.22938
H -0.68815 1.38403 0.60470
```

Computed properties:
HOMO energy (alpha / beta): -7.906 / -7.868 eV

---

So which one wins? Going from most stable to least: P, Q, R.